(1)
{
  "formula": "C4H12N3",
  "method": "ωB97M-V/def2-TZVPD",
  "homo_lumo_gap_ev": [9.00, 7.26],
  "lumo_energy_ev": [0.7122, -0.9660],
  "total_energy_ev": -8809.197,
  "e_above_lowest_kj_mol": 179.0,
  "multiplicity": 2,
  "species": ["C", "C", "C", "N", "C", "N", "N", "H", "H", "H", "H", "H", "H", "H", "H", "H", "H", "H", "H"],
  "xyz": [[0.1844, -1.0405, -1.4916], [0.1276, 0.4637, -1.5003], [1.5726, 1.0084, -1.5188], [-1.1760, 1.0320, 2.8364], [-0.7978, -0.2324, 2.4399], [0.1964, -0.5095, 1.5812], [-0.8550, -1.4399, -0.5816], [-0.0233, -1.3304, -2.5453], [1.1700, -1.4066, -1.2907], [-0.5802, 0.8178, -2.3401], [-0.3392, 0.7924, -0.4825], [1.5399, 2.1541, -1.3737], [2.0515, 0.6914, -0.5805], [-2.0197, 1.1880, 3.4393], [-0.3109, 1.6108, 3.1116], [-1.4358, -0.9373, 2.8852], [2.2124, 0.6325, -2.3776], [-0.4415, -1.0769, 0.3572], [-1.0752, -2.4176, -0.5681]],
  "lowdin_charge": [-0.37, -0.30, -0.15, 0.04, -0.32, 0.14, -0.04, 0.11, 0.09, 0.12, 0.10, 0.08, 0.05, 0.11, 0.13, 0.10, 0.08, -0.04, 0.05]
}


(2)
{
  "formula": "C17H24N2O4S",
  "method": "ωB97M-V/def2-TZVPD",
  "homo_lumo_gap_ev": 8.86,
  "lumo_energy_ev": -0.0252,
  "total_energy_ev": -40017.289,
  "smiles": "CCC[C@]1(N=C=O)OS(=O)(=O)CC[C@@H]1N=C(C)C.c1ccccc1",
  "e_above_lowest_kj_mol": 792.7,
  "species": ["C", "C", "C", "C", "N", "C", "O", "O", "S", "O", "O", "C", "C", "C", "N", "C", "C", "C", "H", "H", "H", "H", "H", "H", "H", "H", "H", "H", "H", "H", "H", "H", "H", "H", "H", "H", "C", "C", "C", "C", "C", "C", "H", "H", "H", "H", "H", "H"],
  "xyz": [[-3.5586, 0.5995, -0.8893], [-2.2396, 1.0104, -0.0132], [-0.8455, 0.6034, -0.7082], [-0.4189, -0.9573, -0.4543], [0.6982, -1.2131, -1.4669], [0.2045, -1.4882, -2.6434], [-0.2649, -1.6496, -3.8033], [-1.5684, -1.8295, -0.6310], [-1.2588, -3.4244, -0.2014], [-2.2712, -3.8538, 0.8626], [-1.4400, -4.3592, -1.3829], [0.4331, -3.7354, 0.4863], [1.2151, -2.4260, 1.0276], [0.2723, -1.1210, 1.0271], [-0.7734, -1.0970, 2.0919], [-0.2633, -1.1532, 3.3186], [0.8271, -0.1608, 3.9535], [-0.7931, -2.3890, 4.2515], [-4.0798, -0.3350, -0.4513], [-4.3216, 1.4732, -0.7888], [-3.3415, 0.4821, -2.0097], [-2.2588, 2.1764, 0.0149], [-2.3626, 0.6711, 1.0746], [-0.9381, 0.8603, -1.8272], [0.0037, 1.2811, -0.2984], [1.1128, -4.2841, -0.2832], [0.3295, -4.4809, 1.3709], [1.6319, -2.7036, 2.0799], [2.1640, -2.3162, 0.3617], [0.9451, -0.1833, 1.1758], [0.5275, 0.2902, 4.9701], [1.7998, -0.7619, 4.1440], [1.1128, 0.7122, 3.2674], [-1.8235, -2.1911, 4.7143], [-0.9453, -3.2683, 3.5021], [0.0096, -2.7351, 4.9937], [1.6364, 4.7623, -3.3950], [1.4115, 3.4757, -3.8765], [1.6517, 2.3743, -3.0601], [2.1080, 2.5602, -1.7578], [2.3293, 3.8469, -1.2750], [2.0978, 4.9480, -2.0946], [1.4522, 5.6207, -4.0331], [1.0493, 3.3312, -4.8896], [1.4827, 1.3710, -3.4379], [2.2908, 1.7015, -1.1193], [2.6835, 3.9916, -0.2590], [2.2757, 5.9506, -1.7199]],
  "lowdin_charge": [-0.12, -0.23, -0.11, -0.41, 0.15, -0.16, 0.11, -0.19, 0.78, -0.35, -0.34, -0.20, -0.15, -0.27, 0.07, -0.30, -0.06, -0.04, 0.08, 0.07, 0.08, 0.11, 0.10, 0.12, 0.11, 0.13, 0.12, 0.12, 0.12, 0.14, 0.09, 0.09, 0.08, 0.09, 0.08, 0.08, -0.09, -0.09, -0.10, -0.11, -0.10, -0.10, 0.10, 0.10, 0.09, 0.09, 0.10, 0.10]
}


(3)
{
  "formula": "C3H6N3O",
  "method": "ωB97M-V/def2-TZVPD",
  "homo_lumo_gap_ev": 11.32,
  "lumo_energy_ev": -4.2642,
  "total_energy_ev": -9715.956,
  "smiles": "Cn1cc[n+](O)n1",
  "charge": 1,
  "e_above_lowest_kj_mol": 267.7,
  "species": ["C", "C", "C", "N", "N", "N", "O", "H", "H", "H", "H", "H", "H"],
  "xyz": [[-0.2276, -1.1518, -0.2736], [1.1336, -1.2459, -0.2319], [-1.8661, 0.7619, 0.0163], [0.4449, 0.8456, 0.1862], [-0.5952, 0.0630, -0.0093], [1.5065, 0.0021, 0.0578], [2.6718, 0.6038, 0.2664], [-0.9201, -1.9814, -0.3455], [1.7853, -2.1160, -0.3498], [-2.4888, 0.1386, 0.6775], [-1.5810, 1.7660, 0.4562], [-2.2854, 0.8188, -1.1113], [2.4220, 1.4953, 0.6612]],
  "lowdin_charge": [-0.02, 0.07, 0.03, 0.19, -0.17, -0.14, 0.13, 0.16, 0.17, 0.11, 0.12, 0.17, 0.18]
}


(4)
{
  "formula": "C4H6N2O",
  "method": "ωB97M-V/def2-TZVPD",
  "homo_lumo_gap_ev": 10.30,
  "lumo_energy_ev": 0.7315,
  "total_energy_ev": -9272.136,
  "smiles": "[H]/N=C/[C@@H](C)N=C=O",
  "e_above_lowest_kj_mol": 131.8,
  "species": ["C", "C", "N", "C", "C", "N", "O", "H", "H", "H", "H", "H", "H"],
  "xyz": [[0.4489, 0.7675, -0.7240], [-1.7433, -0.0565, 0.2444], [1.5138, 0.1320, -0.9903], [1.5388, -1.1972, 0.6749], [-0.2756, 0.2682, 0.4811], [0.4506, -0.7723, 1.0891], [2.4457, -1.9336, 0.7065], [2.0880, 0.4160, -1.7752], [-0.0167, 1.5591, -1.3149], [-0.1512, 1.2489, 1.0447], [-2.1653, -0.4812, 1.1509], [-2.2992, 0.8379, -0.0312], [-1.8343, -0.7888, -0.5560]],
  "lowdin_charge": [-0.15, -0.05, 0.14, -0.39, -0.43, 0.12, 0.13, 0.09, 0.13, 0.16, 0.08, 0.08, 0.08]
}


(5)
{
  "formula": "C57H91Br2ClN7O10PSi",
  "method": "ωB97M-V/def2-TZVPD",
  "homo_lumo_gap_ev": 7.89,
  "lumo_energy_ev": -0.7868,
  "total_energy_ev": -261266.944,
  "smiles": "CCCc1ccc(P(O)Cl)c2c1C(=O)c1cc(CCCCCCCC[Si](C)(C)c3ccccc3)c(/C(Br)=C(/C)Br)cc1C2=O.CN(C)C=O.CN(C)C=O.CN(C)C=O.CN(C)C=O.CN(C)C=O.CN(C)C=O.CN(C)C=O",
  "species": ["C", "C", "C", "C", "C", "C", "C", "P", "O", "Cl", "C", "C", "C", "O", "C", "C", "C", "C", "C", "C", "C", "C", "C", "C", "C", "Si", "C", "C", "C", "C", "C", "C", "C", "C", "C", "C", "Br", "C", "C", "Br", "C", "C", "C", "O", "H", "H", "H", "H", "H", "H", "H", "H", "H", "H", "H", "H", "H", "H", "H", "H", "H", "H", "H", "H", "H", "H", "H", "H", "H", "H", "H", "H", "H", "H", "H", "H", "H", "H", "H", "H", "H", "H", "H", "H", "H", "H", "C", "O", "N", "C", "C", "H", "H", "H", "H", "H", "H", "H", "C", "O", "N", "C", "C", "H", "H", "H", "H", "H", "H", "H", "C", "O", "N", "C", "C", "H", "H", "H", "H", "H", "H", "H", "C", "O", "N", "C", "C", "H", "H", "H", "H", "H", "H", "H", "C", "O", "N", "C", "C", "H", "H", "H", "H", "H", "H", "H", "C", "O", "N", "C", "C", "H", "H", "H", "H", "H", "H", "H", "C", "O", "N", "C", "C", "H", "H", "H", "H", "H", "H", "H"],
  "xyz": [[-3.3961, 0.8599, 2.9614], [-2.3249, 1.7914, 2.3790], [-2.6423, 2.2734, 0.9268], [-1.3069, 2.5111, 0.2457], [-0.6670, 3.6998, 0.5737], [0.5436, 3.9557, -0.0013], [1.1684, 3.0849, -0.8807], [2.8283, 3.5468, -1.5298], [2.6207, 3.7888, -3.1464], [3.2273, 5.4979, -0.8216], [0.5435, 1.8975, -1.2049], [-0.7166, 1.6389, -0.6388], [-1.3789, 0.3543, -1.0443], [-2.5752, 0.1973, -1.2188], [-0.4469, -0.8136, -1.2779], [-0.8896, -2.0688, -0.9671], [-0.0332, -3.1389, -1.1917], [-0.5870, -4.5218, -0.8897], [-1.6257, -4.8215, -2.0344], [-3.0556, -5.0629, -1.5140], [-4.1210, -4.5100, -2.5137], [-4.9605, -3.4349, -1.8045], [-5.8040, -2.5687, -2.7509], [-6.6481, -1.5796, -1.8947], [-5.7973, -0.3413, -1.4961], [-5.6215, 0.9466, -2.8827], [-3.9511, 0.7815, -3.7869], [-6.9931, 0.7765, -4.1802], [-5.7045, 2.6576, -2.0783], [-4.5857, 3.2288, -1.4950], [-4.6133, 4.4732, -0.9173], [-5.7839, 5.1930, -0.8962], [-6.9127, 4.6491, -1.4656], [-6.8684, 3.4057, -2.0407], [1.2419, -2.8937, -1.6777], [2.1486, -4.0628, -1.8675], [2.2085, -4.8985, -3.5870], [2.8987, -4.5559, -0.8869], [3.8171, -5.7417, -0.9819], [2.7979, -3.7068, 0.8329], [1.6628, -1.6206, -1.9799], [0.8062, -0.5658, -1.7964], [1.1479, 0.8547, -2.1307], [1.8879, 1.1228, -3.0655], [-4.2617, 1.4360, 3.3000], [-3.6748, 0.0388, 2.2942], [-2.9645, 0.4103, 3.8557], [-1.4073, 1.1872, 2.2881], [-2.0759, 2.6128, 3.0576], [-3.2065, 1.4688, 0.4611], [-3.2202, 3.2013, 0.9357], [-1.1495, 4.3929, 1.2545], [1.0313, 4.8940, 0.2480], [3.4294, 4.2403, -3.4283], [-1.8898, -2.1968, -0.5655], [-1.1444, -4.4573, 0.0483], [0.1902, -5.2837, -0.8489], [-1.2440, -5.6429, -2.6495], [-1.6634, -3.9508, -2.6985], [-3.2594, -4.5783, -0.5562], [-3.2055, -6.1466, -1.4548], [-3.6563, -4.1418, -3.4351], [-4.8138, -5.3039, -2.8217], [-5.6706, -3.8994, -1.1115], [-4.2803, -2.7594, -1.2693], [-5.1850, -1.9837, -3.4436], [-6.4900, -3.1782, -3.3535], [-6.8605, -2.1064, -0.9558], [-7.5710, -1.2954, -2.4052], [-4.8027, -0.6672, -1.1718], [-6.2608, 0.1729, -0.6441], [-4.0973, 0.8317, -4.8689], [-3.5185, -0.1788, -3.4823], [-3.2480, 1.5473, -3.4454], [-7.9978, 0.7947, -3.7497], [-6.8497, 1.5341, -4.9567], [-6.8485, -0.2005, -4.6632], [-3.6573, 2.6592, -1.4817], [-3.6925, 4.8536, -0.4837], [-5.7917, 6.1680, -0.4181], [-7.8222, 5.2429, -1.4461], [-7.7955, 3.0410, -2.4799], [4.0243, -6.0958, 0.0327], [3.3926, -6.5776, -1.5408], [4.7909, -5.4584, -1.3944], [2.6529, -1.4401, -2.3905], [6.2375, 0.1469, -3.1545], [7.3327, -0.1152, -2.6935], [6.0024, 1.0510, -4.1236], [4.6638, 1.3110, -4.6237], [7.1249, 1.7848, -4.6804], [5.3196, -0.3536, -2.8003], [4.6254, 1.0952, -5.6941], [4.4111, 2.3564, -4.4594], [3.9368, 0.6898, -4.1101], [7.8415, 1.0864, -5.1149], [7.6274, 2.3433, -3.8892], [6.7752, 2.4722, -5.4472], [-3.5367, 6.3679, 2.6018], [-3.3500, 5.5782, 1.6915], [-3.0913, 7.6351, 2.6196], [-3.3466, 8.5305, 3.7346], [-2.3295, 8.1219, 1.4824], [-4.1032, 6.0927, 3.5060], [-3.9029, 9.4001, 3.3849], [-2.3951, 8.8581, 4.1597], [-3.9257, 8.0289, 4.5063], [-2.9331, 8.0471, 0.5768], [-1.4354, 7.5108, 1.3499], [-2.0418, 9.1579, 1.6442], [1.1466, -10.3677, -3.1876], [1.1764, -11.5640, -2.9816], [1.4955, -9.7749, -4.3477], [1.4361, -8.3377, -4.5266], [1.9443, -10.6086, -5.4497], [0.8208, -9.6488, -2.4154], [0.7527, -8.0999, -5.3451], [2.4327, -7.9612, -4.7681], [1.0846, -7.8517, -3.6190], [1.1583, -11.3152, -5.7188], [2.8253, -11.1751, -5.1459], [2.1876, -9.9888, -6.3094], [6.2774, -4.2241, 2.3167], [6.3861, -4.9229, 1.3224], [6.6911, -2.9504, 2.4100], [6.5300, -2.1744, 3.6235], [7.3204, -2.3324, 1.2522], [5.8138, -4.6002, 3.2437], [5.9171, -1.2948, 3.4168], [7.5084, -1.8524, 3.9854], [6.0459, -2.7704, 4.3948], [6.6282, -2.3433, 0.4096], [8.2101, -2.8978, 0.9734], [7.5977, -1.3069, 1.4819], [9.9644, -8.6110, 1.7252], [11.1276, -8.8493, 1.9932], [9.5465, -7.6295, 0.9054], [8.1383, -7.3954, 0.6268], [10.5395, -6.7760, 0.2789], [9.1346, -9.2018, 2.1496], [7.9614, -7.5047, -0.4462], [7.8692, -6.3864, 0.9356], [7.5177, -8.1097, 1.1647], [11.2149, -7.3817, -0.3270], [11.1276, -6.2716, 1.0470], [10.0491, -6.0363, -0.3497], [-4.0060, 12.2027, 4.3277], [-4.6876, 11.4375, 4.9824], [-2.9116, 12.8424, 4.7836], [-2.1411, 13.7443, 3.9495], [-2.4942, 12.6179, 6.1576], [-4.2393, 12.4396, 3.2752], [-1.1151, 13.3803, 3.8654], [-2.1320, 14.7402, 4.3967], [-2.5768, 13.8076, 2.9544], [-2.2854, 11.5580, 6.3092], [-3.2959, 12.9099, 6.8366], [-1.6020, 13.2000, 6.3748], [-2.6999, 0.4231, 6.8034], [-3.0467, 1.1985, 5.9339], [-1.4292, 0.2540, 7.2204], [-1.0780, -0.6894, 8.2634], [-0.3813, 1.0470, 6.5998], [-3.4204, -0.2226, 7.3331], [-0.6101, -0.1594, 9.0957], [-0.3764, -1.4279, 7.8696], [-1.9659, -1.2033, 8.6258], [-0.5887, 2.1078, 6.7465], [-0.3561, 0.8475, 5.5274], [0.5819, 0.7994, 7.0395]],
  "lowdin_charge": [-0.10, -0.22, -0.14, -0.15, 0.01, -0.10, -0.33, 0.63, -0.36, 0.19, -0.08, -0.03, -0.22, 0.08, -0.07, 0.06, -0.18, -0.11, -0.17, -0.19, -0.20, -0.22, -0.21, -0.25, -0.24, 0.62, -0.16, -0.18, -0.24, -0.10, -0.10, -0.09, -0.10, -0.11, -0.28, -0.68, 0.81, -0.71, -0.15, 0.80, 0.05, -0.08, -0.24, 0.08, 0.08, 0.07, 0.04, 0.11, 0.11, 0.09, 0.09, 0.11, 0.05, 0.03, 0.14, 0.12, 0.10, 0.11, 0.10, 0.10, 0.11, 0.11, 0.11, 0.12, 0.10, 0.10, 0.11, 0.10, 0.09, 0.05, 0.08, 0.03, 0.01, 0.02, 0.03, 0.04, 0.03, 0.08, 0.09, 0.10, 0.10, 0.10, 0.06, 0.06, 0.09, 0.14, -0.36, 0.00, -0.19, -0.05, -0.04, 0.13, 0.09, 0.07, 0.06, 0.09, 0.09, 0.08, -0.32, -0.01, -0.19, -0.05, -0.03, 0.14, 0.08, 0.09, 0.09, 0.09, 0.09, 0.08, -0.36, 0.01, -0.20, -0.09, -0.04, 0.13, 0.09, 0.08, 0.05, 0.09, 0.09, 0.08, -0.36, -0.03, -0.19, -0.06, -0.03, 0.14, 0.09, 0.09, 0.08, 0.09, 0.09, 0.09, -0.37, 0.00, -0.20, -0.05, -0.04, 0.13, 0.09, 0.05, 0.09, 0.09, 0.09, 0.08, -0.37, 0.01, -0.20, -0.06, -0.04, 0.13, 0.09, 0.09, 0.08, 0.09, 0.09, 0.09, -0.34, 0.00, -0.20, -0.06, -0.04, 0.14, 0.09, 0.09, 0.08, 0.09, 0.09, 0.08]
}


Repeat the third record exactly.
{
  "formula": "C3H6N3O",
  "method": "ωB97M-V/def2-TZVPD",
  "homo_lumo_gap_ev": 11.32,
  "lumo_energy_ev": -4.2642,
  "total_energy_ev": -9715.956,
  "smiles": "Cn1cc[n+](O)n1",
  "charge": 1,
  "e_above_lowest_kj_mol": 267.7,
  "species": ["C", "C", "C", "N", "N", "N", "O", "H", "H", "H", "H", "H", "H"],
  "xyz": [[-0.2276, -1.1518, -0.2736], [1.1336, -1.2459, -0.2319], [-1.8661, 0.7619, 0.0163], [0.4449, 0.8456, 0.1862], [-0.5952, 0.0630, -0.0093], [1.5065, 0.0021, 0.0578], [2.6718, 0.6038, 0.2664], [-0.9201, -1.9814, -0.3455], [1.7853, -2.1160, -0.3498], [-2.4888, 0.1386, 0.6775], [-1.5810, 1.7660, 0.4562], [-2.2854, 0.8188, -1.1113], [2.4220, 1.4953, 0.6612]],
  "lowdin_charge": [-0.02, 0.07, 0.03, 0.19, -0.17, -0.14, 0.13, 0.16, 0.17, 0.11, 0.12, 0.17, 0.18]
}